(1)
Below is 11 unconnected molecules or ions with the total composition C45H110N2O11, with properties calculated with the ωB97M-V functional and the def2-TZVPD basis.

Structure (XYZ):
```
168
Properties=species:S:1:pos:R:3:forces:R:3:mulliken_spin:R:1
C 4.4774 0.5274 -1.5823 -0.052 -0.048 0.194 0.000
C 5.7940 1.1126 -1.0002 -1.108 -0.252 -1.718 0.000
C 6.9120 0.8440 -1.9887 -0.182 -0.468 0.112 0.000
O 5.6751 2.4932 -0.9058 0.432 0.715 0.161 0.000
H 4.1515 1.0929 -2.4553 0.152 0.291 -0.049 0.000
H 3.6745 0.5693 -0.8463 -0.106 0.060 0.157 0.000
H 4.5424 -0.5073 -1.9187 0.291 -0.139 0.211 0.000
H 5.9504 0.6280 -0.0364 0.416 0.014 0.188 0.000
H 6.9444 -0.2440 -2.0450 0.921 -0.086 0.017 0.000
H 7.8334 1.3649 -1.7281 0.125 -0.515 0.293 0.000
H 6.6934 1.1658 -3.0069 -0.499 0.274 0.076 0.000
H 4.8989 2.7496 -0.4025 -0.395 0.217 0.293 0.000
C -4.9451 4.1194 6.0839 1.168 -0.495 -0.261 0.000
C -4.9546 3.6594 4.6073 0.679 0.272 1.220 0.000
C -4.2068 2.3691 4.3264 0.753 -0.568 0.754 0.000
O -6.2805 3.5535 4.2494 -1.666 0.082 -1.145 0.000
H -3.9195 4.0057 6.4351 0.142 0.214 0.224 0.000
H -5.5461 3.5041 6.7534 -0.257 -0.093 -0.345 0.000
H -5.2214 5.1669 6.2043 -0.161 -0.118 -0.198 0.000
H -4.4965 4.4479 4.0103 0.321 0.202 0.031 0.000
H -3.9908 2.1463 3.2815 -0.211 0.380 -0.196 0.000
H -4.6728 1.4698 4.7291 -0.531 0.179 0.092 0.000
H -3.2523 2.3962 4.8520 0.337 0.134 -0.121 0.000
H -6.3373 3.9453 3.3748 -0.555 -0.180 -0.071 0.000
C 3.9612 -2.2611 2.6713 -0.631 0.232 -0.275 0.000
C 3.7189 -0.8784 3.2946 2.450 -0.117 0.257 0.000
C 4.9469 0.0210 3.1667 0.326 0.061 0.470 0.000
O 2.7010 -0.1865 2.6588 -0.735 0.225 -0.628 0.000
H 2.9726 -2.7199 2.6514 0.001 -0.493 -0.103 0.000
H 4.6485 -2.9351 3.1827 -0.055 0.326 0.390 0.000
H 4.3229 -2.1895 1.6456 -0.046 0.222 -0.146 0.000
H 3.4178 -1.0401 4.3296 0.298 0.067 0.400 0.000
H 4.7985 1.0042 3.6133 -0.191 -0.024 0.174 0.000
H 5.1990 0.2277 2.1266 -0.198 -0.289 -0.177 0.000
H 5.8356 -0.4037 3.6335 -0.048 -0.134 0.057 0.000
H 1.9979 -0.8391 2.6214 -1.193 0.272 -0.485 0.000
C -4.3474 -1.0332 -1.6370 0.032 0.569 -0.619 0.000
C -5.5562 -0.4006 -0.9592 0.110 -0.277 -1.392 0.000
C -5.5605 1.1593 -1.1844 0.094 -1.639 1.502 0.000
O -6.7384 -1.0352 -1.4970 0.284 0.419 1.020 0.000
H -3.3976 -0.5871 -1.3422 0.037 0.116 0.218 0.000
H -4.4941 -0.7776 -2.6864 0.350 -0.407 -0.456 0.000
H -4.2690 -2.1105 -1.4912 -0.242 0.068 -0.065 0.000
H -5.4300 -0.7374 0.0697 -0.849 0.690 0.349 0.000
H -6.3175 1.6000 -0.5358 -0.062 0.131 -0.223 0.000
H -5.7092 1.4726 -2.2178 0.018 -0.275 -0.007 0.000
H -4.5839 1.4515 -0.7983 0.110 0.545 -0.183 0.000
H -6.6849 -1.0621 -2.4551 0.149 0.080 -0.116 0.000
C 1.3088 3.9076 -0.6068 0.660 -0.566 0.038 0.002
C 2.6145 4.6181 -0.1943 -0.943 0.926 -0.096 0.000
C 2.4602 5.7275 0.8272 -0.569 1.149 -1.136 0.000
O 3.5051 3.7221 0.3622 0.808 -1.496 -0.215 0.000
H 0.4994 4.4746 -1.0666 0.260 0.492 0.308 0.000
H 0.9449 3.3519 0.2574 -0.292 0.045 0.111 -0.002
H 1.6148 3.1632 -1.3419 -0.051 -0.258 -0.124 0.001
H 3.1012 4.9884 -1.0966 -0.010 0.274 -0.021 0.000
H 1.9681 5.4367 1.7553 0.367 -0.274 0.019 0.000
H 1.8416 6.5142 0.3955 -0.245 0.189 -0.004 0.000
H 3.4370 6.1958 0.9480 -0.020 -0.224 0.544 0.000
H 3.0579 3.3441 1.1229 0.015 -0.264 0.782 0.000
C -2.8892 -6.1658 0.8749 -0.109 1.941 -0.910 0.000
C -2.7742 -5.6151 2.2981 -0.934 -2.049 1.055 0.000
C -1.4713 -5.9468 2.9810 0.516 -0.259 0.039 0.000
O -3.0504 -4.2529 2.4663 0.262 1.898 -1.288 0.000
H -3.9098 -6.1183 0.4950 -0.259 -0.314 0.404 0.000
H -2.4690 -7.1447 0.6441 0.069 0.082 0.590 0.000
H -2.4193 -5.4343 0.2175 0.542 -0.090 -0.217 0.000
H -3.6173 -6.0727 2.8158 0.262 -0.765 0.427 0.000
H -1.2294 -7.0070 2.9061 -0.151 -0.089 0.176 0.000
H -1.4916 -5.6421 4.0273 -0.089 -0.159 0.092 0.000
H -0.6172 -5.4309 2.5422 -0.056 0.248 -0.301 0.000
H -3.4769 -4.0713 3.3070 -0.006 -0.368 -0.024 0.000
C 0.4429 -5.5608 -0.8405 0.139 -0.023 0.668 0.000
C 1.4030 -6.6186 -1.3370 -1.003 -0.781 -0.560 0.000
C 0.7351 -8.0014 -1.1685 0.577 0.164 0.783 0.000
O 1.5608 -6.4673 -2.7228 0.220 -0.282 -0.536 0.000
H 0.0247 -5.8756 0.1155 -0.325 -0.004 -0.017 0.000
H -0.3210 -5.4720 -1.6130 -0.198 0.255 0.250 0.000
H 0.9328 -4.6132 -0.6167 -0.028 0.141 -0.400 0.000
H 2.3520 -6.5195 -0.8100 0.220 -0.393 0.101 0.000
H 0.6726 -8.1851 -0.0959 -0.260 -0.180 0.109 0.000
H 1.2710 -8.8503 -1.5930 0.324 0.315 -0.165 0.000
H -0.2674 -8.0292 -1.5956 -0.023 0.313 -0.007 0.000
H 2.1291 -5.7265 -2.9459 0.217 0.037 -0.202 0.000
C 0.2551 3.6767 4.1223 -0.255 -0.667 0.196 0.000
C 1.7543 3.5135 3.9863 1.231 0.717 0.211 0.000
C 2.5070 2.8496 5.1531 -0.001 0.248 0.405 0.000
O 2.1795 2.9093 2.7738 -0.591 -0.597 -0.763 0.000
H -0.2468 2.7139 4.2178 0.131 -0.111 -0.042 0.000
H -0.1775 4.1725 3.2533 0.096 0.155 0.010 0.000
H -0.0156 4.2110 5.0329 0.211 0.295 -0.058 0.000
H 2.2013 4.4965 3.8382 -0.233 0.370 0.487 0.000
H 3.3403 2.2470 4.7916 -0.088 -0.004 -0.193 0.000
H 1.9183 2.2169 5.8173 -0.301 -0.005 -0.178 0.000
H 2.9768 3.6079 5.7796 -0.144 0.072 0.100 0.000
H 2.3060 1.9705 2.9293 0.028 -0.637 -0.173 0.000
C 4.0324 -3.3783 -2.0715 0.390 -0.020 0.464 0.000
C 2.8257 -3.4155 -2.9778 0.927 1.387 0.138 0.000
C 2.6833 -2.1006 -3.7116 -0.578 0.786 0.194 -0.001
O 2.9920 -4.4783 -3.8756 -0.940 -0.609 -0.494 0.000
H 4.4522 -4.3724 -1.9183 -0.264 -0.128 0.130 0.000
H 3.8141 -2.9461 -1.0950 0.108 0.175 -0.025 0.000
H 4.8165 -2.8088 -2.5705 0.157 0.185 0.172 0.000
H 1.9062 -3.4688 -2.3950 -0.077 -1.084 -0.195 0.000
H 2.3786 -1.3130 -3.0224 -0.036 0.025 0.388 0.000
H 1.8556 -2.1674 -4.4176 0.271 -0.052 -0.421 0.000
H 3.6085 -1.7050 -4.1306 0.038 -0.381 -0.463 0.000
H 3.8062 -4.3816 -4.3750 0.144 0.099 0.062 0.000
C -0.2057 -0.1431 4.3428 -0.027 -0.936 -0.726 0.000
C -0.8422 -0.3911 2.9325 -1.321 0.416 -0.064 0.000
C -0.9469 1.0360 2.2311 0.854 -1.401 1.852 0.001
C -1.3169 0.9219 0.8224 -0.626 -0.820 -1.165 -0.002
C -0.3116 -0.0059 0.1125 -0.259 0.371 -0.534 -0.002
C -0.1201 -1.4815 0.6760 0.447 1.967 -0.454 0.000
N 0.0123 -1.3011 2.0869 0.691 1.254 2.494 0.000
O 0.2171 -2.5477 2.7338 -0.270 0.494 -0.036 0.000
C -1.2263 -2.4390 0.2635 -0.305 0.307 -0.441 0.000
C 1.2483 -1.9197 0.1217 0.316 -0.851 -0.031 0.000
C -2.3526 -0.8999 3.2166 1.145 0.480 -0.358 0.000
H 0.8301 0.1772 4.2301 -0.042 0.112 0.075 0.000
H -0.2240 -1.0567 4.9372 0.175 -0.156 -0.121 0.000
H -0.7638 0.5723 4.9468 -0.127 0.242 -0.387 0.000
H -1.5940 1.6752 2.8318 -0.243 -0.166 -0.050 0.000
H 0.0356 1.5053 2.2832 0.211 -0.051 0.035 0.000
H -1.4132 1.9287 0.4160 0.527 0.071 -0.545 0.003
H -2.3164 0.5147 0.6702 -0.309 -0.260 0.280 0.000
H 0.6560 0.4951 0.0828 0.265 -0.103 0.446 -0.001
H -0.5840 -0.0139 -0.9429 -0.171 -0.572 -0.293 0.000
H -1.2624 -3.3753 0.8203 0.389 0.020 -0.128 0.000
H -2.2159 -2.0010 0.3937 -0.008 0.168 -0.024 0.000
H -1.0826 -2.6284 -0.8003 -0.212 -0.338 -0.051 0.000
H 1.6649 -2.8165 0.5804 -0.876 -0.738 -0.155 0.000
H 1.1072 -2.0610 -0.9498 0.345 -0.138 -0.082 0.000
H 2.1432 -1.3286 0.3161 -0.604 1.231 -0.128 0.000
H -2.9488 -1.2720 2.3834 0.351 0.180 -0.374 0.000
H -2.8311 0.0084 3.5828 -0.289 -0.278 0.294 0.000
H -2.4069 -1.6923 3.9631 0.221 0.151 0.247 0.000
H -0.6849 -2.8620 2.8302 -0.407 -0.829 0.252 0.000
C -3.3034 4.4012 -4.1135 1.444 0.933 -0.475 0.019
C -2.2408 3.2590 -3.9562 -2.687 -0.224 0.523 -0.036
C -3.1142 1.9832 -4.2104 1.082 -1.561 0.143 0.010
C -2.2879 0.6380 -4.3695 0.470 1.978 -0.606 -0.015
C -1.3106 0.8892 -5.5509 -0.378 0.785 0.355 0.018
C -0.4135 2.1764 -5.4084 -0.223 -1.374 0.016 -0.001
N -1.1819 3.3458 -4.9651 0.558 0.041 0.970 0.711
O -0.4837 4.5283 -5.0851 -1.367 -0.882 0.949 0.075
C 0.7263 1.9068 -4.3666 0.409 0.523 -0.144 0.116
C 0.0924 2.4987 -6.8070 1.081 0.605 -0.025 0.021
C -1.6620 3.2659 -2.5147 1.892 0.167 -0.480 0.107
H -2.8455 5.3701 -3.9142 0.063 0.040 0.342 0.000
H -4.1603 4.2976 -3.4479 0.240 -0.380 -0.036 0.001
H -3.6358 4.5067 -5.1462 -0.238 -0.439 -0.031 -0.004
H -3.7310 1.9231 -3.3137 -0.141 -0.041 -0.160 0.007
H -3.7631 2.1274 -5.0743 0.060 0.090 -0.032 -0.002
H -2.8778 -0.2567 -4.5686 -0.205 0.279 0.118 0.000
H -1.7493 0.5109 -3.4304 0.144 -0.341 -0.014 0.003
H -1.8532 1.0629 -6.4802 -0.499 -0.119 0.050 0.000
H -0.6714 0.0423 -5.8002 0.262 0.070 0.403 -0.002
H 1.5033 1.3567 -4.8974 -0.112 -0.227 0.059 -0.005
H 1.2127 2.8043 -3.9846 -0.101 0.319 -0.355 -0.005
H 0.4328 1.3819 -3.4576 -0.318 -0.374 -0.422 -0.011
H -0.6828 2.9369 -7.4356 -0.246 -0.453 -0.106 -0.005
H 0.8923 3.2391 -6.8017 0.171 -0.023 0.200 0.001
H 0.5337 1.6116 -7.2613 -0.333 -0.020 -0.054 0.001
H -2.2211 2.8417 -1.6807 -0.778 0.215 -0.552 0.002
H -1.3039 4.2690 -2.2832 -0.413 0.121 0.147 0.001
H -0.7344 2.6939 -2.4965 -0.061 -0.156 -0.006 -0.021
H -0.6299 4.7982 -5.9947 0.253 0.336 -0.715 0.013
```
Positions in Å, forces in eV/Å.

Results
energy above the lowest of the compared OMol25 structures with the same formula, charge and spin	0.000	eV
2S+1	2
gap between HOMO and LUMO (alpha / beta)	0.29048 / 0.14394	hartree
DFT total energy	-73939.9957	eV
expectation value of S²	0.754
charge	+1
E_LUMO (alpha / beta)	-2.7 / -6.7	eV

(2)
Below is 2 unconnected molecules or ions with the total composition C3H12N4O, with properties calculated with the ωB97M-V functional and the def2-TZVPD basis.

Structure (XYZ):
```
20
Properties=species:S:1:pos:R:3:forces:R:3:nbo_charge:R:1
C -0.3635 -1.4300 0.0677 -0.024 0.200 -0.067 0.373
C 1.3108 1.3141 -0.5533 0.009 0.091 0.306 0.461
C -2.0056 0.3149 -0.1953 0.126 -0.127 0.053 -0.261
N 0.6337 -1.0330 -0.8530 -0.151 0.038 0.040 -1.082
N 0.1627 -2.1958 1.1713 -0.090 0.069 0.030 -0.848
N 0.4750 2.2548 -0.1114 0.109 -0.297 -0.093 -0.756
N 2.1994 0.6914 0.2245 -0.238 0.083 -0.045 -0.811
O -1.0526 -0.2362 0.6810 0.044 -0.195 -0.179 -0.623
H 0.4867 -1.5263 -1.7284 -0.028 0.004 0.073 0.342
H -1.1902 -2.0060 -0.3792 0.027 0.065 0.023 0.122
H 1.4129 1.2004 -1.6193 -0.026 -0.038 0.002 0.219
H 1.0905 -1.8746 1.4154 -0.030 -0.002 -0.029 0.348
H -0.4476 -2.1595 1.9808 0.045 0.027 -0.042 0.358
H 2.0472 0.7927 1.2217 -0.021 0.045 -0.056 0.374
H -0.1831 2.6416 -0.7677 0.066 -0.026 -0.008 0.408
H 0.1203 2.1561 0.8297 0.089 0.011 -0.014 0.412
H 2.1200 -0.3165 -0.0999 -0.005 0.086 -0.053 0.466
H -2.8457 -0.3723 -0.3733 0.080 0.023 0.025 0.169
H -2.4070 1.2240 0.2610 0.017 -0.031 -0.008 0.170
H -1.5640 0.5604 -1.1724 0.002 -0.027 0.041 0.161
```
Positions in Å, forces in eV/Å.

Results
energy above the lowest of the compared OMol25 structures with the same formula, charge and spin	3.274	eV
gap between HOMO and LUMO	0.28983	hartree
DFT total energy	-11311.1354	eV
charge	0
E_LUMO	0.7	eV

(3)
Below is 3 unconnected molecules or ions with the total composition C2H2N2, with properties calculated with the ωB97M-V functional and the def2-TZVPD basis.

Structure (XYZ):
```
6
Properties=species:S:1:pos:R:3:forces:R:3:nbo_charge:R:1
C 1.5638 1.1160 0.0213 -0.246 -1.604 -0.309 0.243
C 1.6378 -0.5961 -0.0279 -0.388 7.017 0.327 0.257
N 1.5909 -1.7357 0.0089 0.079 -0.652 -0.062 -0.255
N 1.4425 2.2989 0.0202 0.550 -4.759 0.043 -0.245
H -2.7220 -0.6893 0.1862 -3.402 1.265 -1.697 -0.005
H -3.5131 -0.3938 -0.2086 3.406 -1.266 1.697 0.005
```
Positions in Å, forces in eV/Å.

Results
energy above the lowest of the compared OMol25 structures with the same formula, charge and spin	2.954	eV
gap between HOMO and LUMO	0.48431	hartree
DFT total energy	-5082.2310	eV
charge	0
E_LUMO	-0.1	eV

(4)
Below is a single CCl3NO molecule, with properties calculated with the ωB97M-V functional and the def2-TZVPD basis.

Structure (XYZ):
```
6
Properties=species:S:1:pos:R:3:forces:R:3:nbo_charge:R:1
C 0.3413 -0.0513 -0.1405 0.789 -0.158 1.499 -0.131
N -0.9323 0.2948 0.7214 -0.500 0.255 -0.228 0.173
O -1.9634 0.1320 0.1933 0.012 -0.295 -0.320 -0.197
Cl 0.3472 -1.6753 -0.8159 -0.470 0.697 -0.497 0.061
Cl 1.5219 -0.0380 1.1775 0.568 -0.167 0.201 0.022
Cl 0.6853 1.3379 -1.1358 -0.398 -0.333 -0.656 0.072
```
Positions in Å, forces in eV/Å.

Results
energy above the lowest of the compared OMol25 structures with the same formula, charge and spin	0.181	eV
SMILES	O=NC(Cl)(Cl)Cl
gap between HOMO and LUMO	0.33525	hartree
DFT total energy	-42138.8306	eV
charge	0
E_LUMO	-1.0	eV

Let's list F_max in order: 0.056 0.006 0.137 0.033 Eh/bohr.